Record 1
{
  "formula": "C3H15N2O3",
  "method": "the ωB97M-V functional and the def2-TZVPD basis",
  "charge": 0,
  "homo_energy_ha": [-0.0882, -0.3201],
  "spin_multiplicity": 2,
  "s_squared": 0.751,
  "symbols": ["C", "C", "C", "N", "N", "H", "H", "H", "H", "H", "H", "H", "H", "H", "H", "H", "O", "H", "H", "O", "H", "H", "O"],
  "xyz": [[1.11128, -1.81520, -0.65681], [0.19480, -0.66328, -0.88122], [-0.46389, -0.45849, -2.01961], [-0.32550, -1.14655, -3.20287], [-0.22027, 0.18784, 0.25043], [0.96191, -2.66477, -1.30936], [1.05661, -2.13869, 0.39100], [2.16371, -1.51425, -0.74273], [-1.16795, 0.33610, -2.03530], [0.09146, -2.05530, -3.25460], [-0.45476, -0.61088, -4.03749], [-0.23162, 1.18530, -0.00220], [0.43994, 0.06051, 1.02483], [-1.17852, -0.01795, 0.55450], [-2.07156, 3.28443, 1.18395], [-0.64359, 3.58242, 0.93770], [-1.23290, 2.81838, 1.04521], [-2.26281, -0.84581, 2.93096], [-0.80727, -1.21754, 2.99213], [-1.52269, -1.08622, 2.33959], [3.19287, 1.66608, 1.13467], [2.75852, 1.04869, 2.38493], [2.36833, 1.37463, 1.55923]],
  "forces_ev_per_angstrom": [[1.010, 0.554, 1.252], [-0.714, -0.529, -0.768], [0.771, -0.266, 0.041], [-0.429, 0.201, 0.280], [0.154, 0.060, -0.814], [-0.335, -0.110, -0.128], [-0.264, -0.222, -0.202], [-0.091, 0.059, -0.226], [-0.512, 0.727, -0.272], [0.241, 0.137, -0.036], [-0.030, -0.270, -0.244], [0.229, -0.061, 0.210], [-0.042, 0.222, 0.496], [0.171, -0.338, 0.614], [-0.173, -0.470, 0.040], [0.334, -0.344, 0.047], [-0.078, 0.742, -0.160], [0.102, -0.033, -0.422], [0.254, 0.008, -0.257], [-0.410, 0.009, 0.644], [-0.337, 0.141, -0.461], [-0.591, -0.228, 0.315], [0.741, 0.009, 0.052]]
}

***

Record 2
{
  "formula": "C4H35NO15S",
  "method": "the ωB97M-V functional and the def2-TZVPD basis",
  "charge": 0,
  "homo_energy_ha": -0.3478,
  "symbols": ["O", "C", "N", "C", "O", "C", "C", "S", "H", "H", "H", "H", "H", "H", "H", "H", "H", "H", "H", "O", "H", "H", "O", "H", "H", "O", "H", "H", "O", "H", "H", "O", "H", "H", "O", "H", "H", "O", "H", "H", "O", "H", "H", "O", "H", "H", "O", "H", "H", "O", "H", "H", "O", "H", "H", "O"],
  "xyz": [[0.19786, -0.20566, 1.66778], [0.33572, 0.61090, 0.75050], [-0.02964, 1.89396, 1.07137], [0.20083, 3.06920, 0.29779], [-1.05841, 3.59883, -0.25433], [0.85768, 0.20034, -0.59282], [2.27091, 0.80511, -0.81382], [2.64281, 0.99396, -2.58729], [-0.74911, 2.00541, 1.79321], [0.74788, 2.94951, -0.61942], [0.54059, 3.90325, 0.90026], [-1.83346, 3.41247, 0.28612], [0.13269, 0.34409, -1.37565], [1.05175, -0.85019, -0.47969], [2.34884, 1.79296, -0.37840], [2.98741, 0.17377, -0.30116], [3.65542, 1.85547, -2.41799], [-2.65114, -1.53500, -2.82353], [-2.77825, -2.04829, -1.40914], [-2.12756, -1.89992, -2.10020], [-1.44744, 2.54502, -1.96248], [-1.30846, 2.67112, -3.48647], [-1.88697, 2.33169, -2.79798], [-2.19556, 2.63029, 3.46046], [-2.43643, 1.28878, 2.61461], [-2.38757, 2.28088, 2.58770], [3.04270, 3.04901, 1.92428], [4.19205, 3.89412, 1.38424], [3.32179, 3.56402, 1.14506], [1.70051, -3.38277, -0.70829], [2.75861, -2.57958, 0.01958], [1.97861, -3.11065, 0.19500], [-3.02301, 0.67811, -1.81427], [-4.60346, 0.51206, -1.46435], [-3.84796, 0.20656, -1.96546], [-0.42960, -3.53179, -0.68524], [-0.17463, -2.59606, 0.46674], [-0.89660, -3.03525, -0.00352], [2.54474, 1.04392, 3.60461], [1.46587, 1.37050, 2.48668], [2.25645, 1.65055, 2.91838], [1.95772, -1.45213, 3.46747], [3.44360, -1.54834, 3.81990], [2.66452, -1.00118, 3.94072], [1.01262, -3.47874, -3.07212], [1.70548, -4.69470, -2.58214], [1.71958, -3.74125, -2.43125], [-1.39445, -0.45353, 2.52748], [-2.61991, -1.04087, 2.25087], [-2.30733, -0.35790, 2.88804], [-1.41038, -3.36537, -3.18224], [-0.50486, -2.43741, -3.86568], [-0.59869, -3.38833, -3.72085], [-2.57481, -2.48590, 0.32487], [-3.25796, -1.16151, 0.26686], [-3.20163, -1.94353, 0.83521]],
  "forces_ev_per_angstrom": [[0.150, -0.657, -0.549], [-1.096, 0.426, 1.226], [0.742, -0.144, -1.307], [-2.570, 1.204, -0.411], [0.192, -0.509, -0.614], [1.426, 0.124, 0.634], [-0.534, 0.459, -0.209], [-0.030, -0.130, 0.127], [0.279, -0.074, 0.252], [0.783, -0.374, 0.162], [0.731, -0.289, 0.233], [0.226, -0.075, 0.518], [-0.200, 0.432, -0.389], [-0.418, -0.610, -0.155], [0.145, 0.060, 0.126], [0.194, -0.097, -0.092], [-0.007, -0.041, -0.041], [-0.231, 0.287, 0.168], [-0.082, 0.048, -0.139], [0.035, -0.202, -0.584], [0.000, 0.510, 0.094], [0.017, -0.016, 0.012], [0.023, -0.386, 0.107], [-0.125, -0.310, 0.179], [-0.247, 0.209, 0.638], [0.191, 0.186, -0.693], [-0.049, -0.177, -0.100], [0.016, 0.071, -0.096], [-0.010, 0.000, 0.136], [0.418, 0.047, 0.221], [0.169, 0.029, 0.066], [-0.307, 0.044, -0.158], [-0.417, 0.636, 0.093], [0.320, 0.610, 0.203], [-0.126, -1.105, -0.332], [-0.231, 0.017, -0.067], [0.018, 0.032, 0.222], [0.323, -0.259, 0.024], [-0.360, -0.570, -0.196], [-0.751, -0.699, 0.133], [1.274, 1.415, 0.288], [-0.074, 0.036, -0.106], [0.057, -0.074, -0.012], [-0.002, 0.035, 0.144], [0.204, -0.020, 0.690], [0.344, -0.051, 0.228], [-0.462, -0.268, -0.690], [0.204, 0.728, 0.939], [-1.113, 0.116, 0.469], [0.968, -0.874, -1.206], [0.313, -0.201, 0.181], [0.150, -0.044, -0.246], [-0.388, 0.379, -0.340], [0.480, -0.359, 0.748], [-0.328, 0.185, 0.268], [-0.233, 0.286, -0.802]]
}

***

Record 3
{
  "formula": "C25H42GeMoNO3",
  "method": "the ωB97M-V functional and the def2-TZVPD basis",
  "charge": 4,
  "homo_energy_ha": [-0.7495, -0.7615],
  "spin_multiplicity": 2,
  "s_squared": 0.759,
  "symbols": ["Mo", "C", "C", "C", "C", "O", "Ge", "O", "C", "C", "C", "C", "O", "C", "C", "C", "C", "H", "H", "H", "H", "H", "H", "H", "H", "H", "H", "H", "H", "H", "H", "H", "H", "H", "H", "H", "H", "H", "H", "H", "H", "H", "H", "H", "C", "C", "C", "C", "C", "C", "C", "H", "H", "H", "H", "H", "H", "H", "H", "C", "C", "C", "C", "N", "C", "C", "H", "H", "H", "H", "H", "H", "H"],
  "xyz": [[0.00352, 0.37974, -0.69013], [-3.43614, -4.04884, -1.16041], [-4.13282, -2.77426, -1.28939], [-4.71074, -2.14940, -0.10304], [-4.49393, -2.27389, -2.60909], [-1.02506, -0.86850, -1.07163], [1.92323, -2.05091, -3.95039], [2.11032, -1.99841, -2.23715], [3.12434, -2.97875, -1.68226], [2.35740, -3.94501, -0.80766], [3.75015, -3.67060, -2.88928], [4.13330, -2.15700, -0.91111], [0.85284, 1.19821, -2.01796], [1.42444, 2.21259, -3.03329], [0.22985, 2.95493, -3.58490], [2.11535, 1.35355, -4.06896], [2.38128, 3.07937, -2.25163], [-4.25257, -4.79296, -1.24648], [-2.98094, -4.21077, -0.18640], [-2.76370, -4.26208, -1.98842], [-5.61858, -2.75214, 0.09288], [-5.04647, -1.12701, -0.25541], [-4.09916, -2.27457, 0.78930], [-5.52161, -2.66275, -2.75633], [-3.89039, -2.66838, -3.42167], [-4.60519, -1.19080, -2.64587], [1.64248, -4.53132, -1.38596], [1.83066, -3.40814, -0.01829], [3.05483, -4.63906, -0.33695], [3.00058, -4.23832, -3.46994], [4.48684, -4.42174, -2.59786], [4.29969, -2.96217, -3.53002], [3.67660, -1.73067, -0.01619], [4.54590, -1.35519, -1.52451], [4.95964, -2.79616, -0.59770], [-0.54247, 2.27057, -3.93568], [0.55997, 3.54262, -4.44355], [-0.18588, 3.65499, -2.86114], [1.38872, 0.79410, -4.66464], [2.85276, 0.69930, -3.59547], [2.66140, 1.99777, -4.76006], [1.87211, 3.59253, -1.43539], [2.78077, 3.84688, -2.91672], [3.22613, 2.50485, -1.86962], [0.88430, 3.84547, 3.24158], [0.07060, 3.01432, 2.30949], [-0.04392, 3.36424, 0.95459], [-0.91913, 2.68847, 0.11811], [-1.62020, 1.54552, 0.58923], [-1.47122, 1.17649, 1.94826], [-0.65257, 1.90378, 2.78249], [0.24447, 4.63409, 3.65276], [1.71164, 4.34063, 2.73579], [1.25556, 3.26758, 4.08608], [0.48571, 4.23562, 0.58819], [-1.13695, 3.07955, -0.86977], [-2.48183, 1.18842, 0.03314], [-2.04762, 0.34899, 2.34375], [-0.58975, 1.64344, 3.83227], [4.02871, -0.71343, 4.14567], [3.08299, -0.48208, 3.02019], [1.95366, -1.28866, 2.82276], [1.09116, -1.03462, 1.78604], [1.28731, -0.01091, 0.92077], [2.38292, 0.77164, 1.08892], [3.27651, 0.56656, 2.10888], [3.88177, -1.68450, 4.61169], [3.87714, 0.05519, 4.90986], [5.06281, -0.62104, 3.81240], [1.74850, -2.11722, 3.48801], [0.21108, -1.64517, 1.62800], [2.52191, 1.57772, 0.37791], [4.13485, 1.22052, 2.19680]],
  "forces_ev_per_angstrom": [[-0.232, 0.238, 0.235], [0.109, 0.072, 0.003], [-0.669, -0.385, -0.052], [0.090, 0.064, 0.001], [0.105, 0.046, -0.007], [0.347, 0.021, 0.136], [0.121, -0.067, -0.048], [0.019, -0.091, -0.170], [-0.006, 0.043, 0.033], [0.025, -0.021, 0.004], [0.015, -0.008, -0.007], [0.004, -0.005, 0.015], [-0.053, 0.087, -0.100], [-0.021, -0.141, 0.136], [0.037, 0.056, -0.050], [0.027, 0.042, -0.053], [0.027, 0.038, -0.053], [0.007, -0.003, -0.010], [-0.015, -0.007, 0.006], [-0.005, -0.001, -0.001], [0.003, 0.001, 0.006], [0.002, 0.004, 0.000], [-0.003, -0.006, 0.002], [-0.002, 0.009, -0.003], [-0.002, -0.005, 0.001], [-0.008, -0.001, 0.005], [-0.008, 0.007, 0.001], [-0.003, 0.001, -0.001], [0.001, -0.004, -0.005], [-0.004, 0.009, 0.000], [0.005, 0.008, 0.007], [-0.014, 0.003, -0.004], [-0.007, 0.022, -0.020], [0.019, -0.015, -0.008], [-0.013, -0.006, 0.023], [0.004, -0.004, -0.007], [0.000, 0.017, 0.012], [-0.012, -0.022, 0.009], [-0.001, -0.026, 0.028], [0.001, 0.010, 0.004], [-0.018, 0.001, -0.012], [0.000, -0.008, 0.002], [0.004, 0.002, 0.005], [-0.005, -0.004, 0.007], [0.001, -0.002, 0.001], [0.002, -0.015, 0.014], [-0.008, -0.006, -0.012], [0.025, 0.085, 0.014], [0.047, 0.054, -0.030], [0.000, -0.026, -0.002], [0.005, 0.011, 0.001], [-0.001, 0.000, 0.001], [0.001, -0.001, -0.002], [0.002, -0.001, -0.001], [-0.010, 0.007, 0.002], [0.023, -0.008, -0.006], [0.007, -0.010, -0.013], [0.001, -0.004, -0.003], [0.002, -0.003, 0.001], [0.001, 0.003, 0.004], [-0.005, -0.002, -0.005], [0.001, 0.008, 0.001], [-0.009, -0.002, 0.009], [0.056, -0.087, -0.064], [-0.021, 0.037, 0.028], [-0.002, 0.001, 0.003], [0.001, -0.001, -0.001], [-0.002, -0.001, 0.001], [0.001, 0.000, 0.000], [-0.001, -0.002, -0.001], [0.004, -0.004, -0.006], [0.004, -0.003, -0.005], [0.001, 0.001, -0.001]]
}

***

Record 4
{
  "formula": "C10H17N",
  "method": "the ωB97M-V functional and the def2-TZVPD basis",
  "charge": 0,
  "homo_energy_ha": -0.3263,
  "symbols": ["C", "C", "C", "C", "C", "C", "C", "C", "C", "C", "H", "H", "H", "H", "H", "H", "H", "H", "H", "H", "H", "H", "H", "H", "H", "H", "H", "N"],
  "xyz": [[-3.76301, -0.33453, -0.51206], [-3.37892, 0.56606, 0.53678], [-2.26153, 0.31920, 1.32338], [-1.43136, -0.80563, 0.98096], [-1.74944, -1.52078, -0.18901], [3.61315, -1.24544, 0.07282], [3.07269, 0.23621, 0.23945], [1.62223, 0.11919, -0.30576], [0.72818, 1.34200, -0.31347], [-0.57112, 1.14309, -0.86596], [-4.93872, -0.28502, -0.73732], [-4.14621, 1.33302, 0.62374], [-2.10536, 1.04267, 2.07066], [-0.47551, -0.98711, 1.37129], [-1.27368, -2.35458, -0.68678], [2.97462, -1.85962, 0.79075], [3.46166, -1.80136, -0.89404], [4.71995, -1.19420, 0.37944], [3.72738, 1.07633, -0.21690], [3.02174, 0.14038, 1.43158], [1.68430, -0.36086, -1.29692], [1.26124, -0.64140, 0.35123], [1.46095, 1.94128, -0.83308], [0.69058, 1.87116, 0.65158], [-1.39267, 0.99637, 0.15229], [-0.80096, 2.28324, -1.63302], [-0.82479, 0.20901, -1.61845], [-2.92536, -1.22867, -0.87320]],
  "forces_ev_per_angstrom": [[-1.439, 1.834, 2.676], [-1.701, -1.238, -0.391], [-1.403, -1.701, -1.229], [-1.718, -0.476, -1.497], [-2.710, 1.902, 0.362], [0.815, 0.022, 0.631], [-0.219, -1.546, 1.018], [0.923, -0.486, 0.936], [4.010, -0.070, 0.843], [-5.704, 1.850, -2.705], [2.919, -0.308, -0.647], [0.708, 0.398, 0.891], [0.806, 0.349, 1.158], [0.844, -0.165, 1.182], [0.774, 0.170, 0.586], [1.265, 0.609, -0.602], [0.422, 1.099, 0.505], [-1.628, -0.776, -0.434], [-1.048, -1.454, 1.003], [0.261, 1.666, -2.425], [-0.239, 0.503, 0.077], [-0.757, -0.789, 0.268], [-0.573, 1.208, -0.960], [-0.048, -0.530, 0.130], [3.152, 1.685, -4.952], [0.083, -3.503, 2.417], [1.201, 2.521, 1.892], [1.007, -2.774, -0.735]]
}

***

| no. | calculated total energy (eV) |
| --- | --- |
| 1 | -12473.3327 |
| 2 | -47755.1603 |
| 3 | -92570.9989 |
| 4 | -12130.0688 |